# 1
Below is 2 unconnected molecules or ions with the total composition C7H21N5 in a non-equilibrium geometry, with properties calculated with the ωB97M-V functional and the def2-TZVPD basis.

Computed properties:
Maximum force ... 0.078 hartree/bohr
Gap between HOMO and LUMO ... 0.2716 Eh
Charge ... +2
E_tot ... -15030.3882 eV

```
33
Properties=species:S:1:pos:R:3:forces:R:3:nbo_charge:R:1
C -1.1881 -0.8880 0.2824 -0.05 2.29 -0.28 0.412
C 3.4780 0.9744 -0.8826 -2.21 -0.64 1.64 -0.728
C 1.4894 1.5143 0.6735 1.16 -0.38 3.13 -0.783
C 3.2142 -0.3252 1.2776 -0.64 1.70 2.05 -0.753
C -2.5066 -0.1552 0.4976 -1.87 0.96 1.06 -0.458
C -3.2351 0.3436 -0.7825 2.09 2.73 0.24 -0.221
C 2.6176 0.6791 0.3419 1.71 -0.98 -0.03 0.597
N -0.3799 -0.2899 -0.5388 -1.82 0.06 -1.10 -0.428
N -0.9129 -1.8647 1.1211 3.22 -1.99 -1.29 -0.800
N 0.9750 -2.1942 -0.8587 1.02 -0.85 -1.90 -0.705
N -4.7022 0.4509 -0.5971 -0.45 -2.16 0.80 -0.671
N 0.7788 -0.7925 -1.0756 0.44 -0.71 3.17 -0.284
H 4.1134 0.1775 -1.0889 0.80 -1.84 -0.44 0.244
H 2.7529 1.0921 -1.6593 0.16 0.91 -0.92 0.247
H 4.2041 1.7289 -0.6962 0.00 1.54 0.10 0.295
H 1.5294 2.3676 0.0584 -0.43 1.33 -0.36 0.258
H 1.5140 1.6811 1.8388 0.18 0.21 -2.09 0.291
H 0.5385 1.0077 0.6107 -0.50 -0.45 -0.47 0.323
H 3.8628 0.3416 2.0612 -1.05 -1.51 -2.00 0.324
H 2.5022 -0.8347 1.9508 -0.05 0.48 -0.29 0.262
H 3.7591 -1.0933 0.7785 0.91 -0.14 -0.27 0.254
H -2.4028 0.6774 1.2910 0.00 -1.12 -1.34 0.259
H -3.3136 -0.8128 0.9123 1.16 -0.21 0.24 0.206
H -2.9108 1.3878 -1.1047 -0.18 -1.47 0.47 0.243
H -3.0300 -0.2917 -1.5670 0.40 -1.40 -1.75 0.237
H -1.6023 -2.2537 1.7036 -0.71 -0.72 0.56 0.414
H -0.0400 -2.4077 0.7436 -1.87 0.79 1.43 0.451
H 1.9920 -2.4381 -1.1149 -2.21 0.41 0.46 0.401
H 0.3153 -2.7616 -1.4748 1.27 0.85 0.70 0.373
H -4.7678 0.3653 0.4238 -1.24 0.17 -0.23 0.450
H -5.3642 -0.1957 -1.1056 1.21 0.02 0.85 0.467
H -5.0113 1.3196 -0.9097 -0.71 2.32 -0.23 0.446
H 0.8098 -0.4080 -1.9752 0.26 -0.21 -1.89 0.374
```
Forces are in eV/Å.

***

# 2
Below is 2 unconnected molecules or ions with the total composition C7H22N6O in a non-equilibrium geometry, with properties calculated with the ωB97M-V functional and the def2-TZVPD basis.

Computed properties:
Maximum force ... 0.036 hartree/bohr
Gap between HOMO and LUMO (spin up / spin down) ... 0.2672 / 0.2669 Eh
Charge ... +2
E_tot ... -18584.4348 eV

```
36
Properties=species:S:1:pos:R:3:forces:R:3:nbo_charge:R:1
C 0.4155 1.1428 -1.1821 -0.01 -1.87 0.07 0.230
C 0.3453 2.3139 -0.5692 -0.54 0.29 -0.01 0.262
C -2.3781 -0.6715 -2.1025 0.20 -0.35 0.27 -0.626
C 1.2797 -1.6663 2.8521 -0.04 0.11 -0.15 -0.655
C -1.1434 -0.6871 0.0780 0.53 1.36 -0.85 -0.341
C -1.5924 -1.5118 -1.1014 -0.58 0.22 0.19 0.027
C 0.7391 -0.7501 1.7633 0.56 -0.12 0.35 0.125
N 0.9081 3.4957 -0.9521 0.10 -0.09 0.09 -0.776
N 0.1091 0.4639 2.3062 -0.19 -0.04 0.03 -0.817
N 2.4269 -0.0341 -1.6225 0.50 -0.41 0.75 -0.643
N 1.1298 0.3626 -1.9365 -0.70 0.68 -0.07 -0.351
N -0.5178 2.3802 0.6113 0.20 0.21 -0.08 -0.752
N -0.2552 -1.5007 0.9443 -0.23 -0.12 -0.16 -0.557
O -0.3928 -2.0562 -1.6690 0.24 0.05 -0.17 -0.778
H -2.6529 -1.2726 -2.9660 -0.05 -0.02 -0.08 0.239
H -3.2942 -0.3149 -1.6418 -0.17 0.08 0.03 0.235
H -1.7942 0.1845 -2.4302 0.08 0.11 -0.06 0.203
H 0.4952 -1.9366 3.5585 -0.09 -0.03 0.06 0.229
H 2.0756 -1.1784 3.4080 0.06 0.08 0.01 0.255
H 1.6910 -2.5774 2.4267 0.07 -0.11 -0.07 0.250
H -1.9798 -0.2826 0.6395 -0.05 -0.12 0.15 0.188
H -2.2364 -2.3546 -0.7812 0.16 0.07 -0.10 0.175
H 1.5369 -0.4174 1.0883 -0.24 -0.19 -0.03 0.226
H 1.4515 3.4931 -1.8019 0.06 0.01 0.00 0.426
H 0.4151 4.3639 -0.7972 -0.11 -0.06 -0.02 0.419
H -0.6946 0.2155 2.8864 0.14 0.06 0.09 0.403
H 0.7824 0.9151 2.9260 -0.06 -0.13 0.07 0.418
H 3.0340 0.7417 -1.3765 -0.22 0.02 -0.25 0.387
H 2.8288 -0.5892 -2.3692 -0.11 0.17 -0.08 0.404
H 0.6170 -0.3671 -2.4435 0.13 0.29 -0.04 0.451
H -0.4055 3.2801 1.0862 -0.08 -0.11 -0.04 0.434
H -0.2692 1.5041 1.3415 0.04 0.06 -0.04 0.465
H -1.4976 2.2535 0.3438 0.10 0.05 -0.09 0.450
H 0.2419 -2.0890 0.2532 0.07 -0.03 0.30 0.471
H -0.7815 -2.1398 1.5605 0.17 0.02 -0.09 0.416
H -0.6374 -2.7132 -2.3310 0.07 -0.14 0.01 0.508
```
Forces are in eV/Å.

***

# 3
Below is 3 unconnected molecules or ions with the total composition C7H22N6O3P, with properties calculated with the ωB97M-V functional and the def2-TZVPD basis.

Computed properties:
Maximum force ... 0.006 hartree/bohr
Gap between HOMO and LUMO ... 0.2098 Eh
Charge ... -1
E_tot ... -31991.1626 eV

```
39
Properties=species:S:1:pos:R:3:forces:R:3:nbo_charge:R:1
N -2.1505 0.9114 -0.1365 0.03 0.14 -0.18 -0.860
C -0.8004 0.3529 -0.2356 0.12 0.05 0.03 -0.238
C -0.5950 -0.9345 0.5444 -0.16 -0.12 0.05 -0.402
C -0.6796 -0.8441 2.0678 -0.02 0.00 0.07 -0.407
C 0.4206 -0.0224 2.7366 0.08 0.03 0.01 -0.417
C 0.1113 1.4810 2.9093 0.01 0.01 -0.07 -0.192
N -0.7340 1.7433 4.0253 0.03 -0.09 0.13 -1.154
P -2.2839 1.9781 3.9160 -0.29 0.07 -0.07 1.749
O -2.9772 3.1528 4.5304 0.10 0.00 0.01 -1.170
H -2.7555 0.2803 0.3744 0.00 0.01 -0.02 0.359
H -2.1472 1.7717 0.3977 -0.01 -0.11 0.12 0.373
H -0.5733 0.1294 -1.2872 -0.11 -0.04 0.00 0.161
H -0.0748 1.1002 0.1040 0.01 -0.04 -0.04 0.187
H 0.3650 -1.3605 0.2451 0.03 -0.02 0.06 0.213
H -1.3566 -1.6455 0.1964 0.04 -0.02 -0.05 0.183
H -0.6383 -1.8735 2.4392 -0.03 0.01 0.04 0.191
H -1.6527 -0.4519 2.3858 0.01 0.02 -0.02 0.206
H 1.3656 -0.1746 2.1943 -0.02 0.05 -0.05 0.169
H 0.5721 -0.3922 3.7536 0.06 -0.02 -0.01 0.210
H -0.3122 1.8748 1.9628 0.05 -0.02 0.03 0.130
H 1.0787 1.9915 3.0322 -0.02 0.04 0.01 0.158
H -2.6176 1.8861 2.5084 0.04 0.03 0.08 -0.240
H -2.9852 0.8238 4.3880 0.03 -0.01 -0.01 -0.205
C 1.4890 -3.2261 -2.5198 -0.01 -0.06 0.01 0.776
O 1.0500 -2.2063 -2.0262 0.05 0.12 -0.05 -0.656
N 2.8303 -3.4412 -2.6953 0.01 0.03 -0.02 -0.853
N 0.6745 -4.2443 -2.9372 -0.02 0.02 -0.01 -0.852
H 3.2085 -4.2794 -3.0917 0.00 0.00 0.01 0.384
H 3.4510 -2.7185 -2.3828 0.00 -0.02 0.01 0.409
H -0.3120 -4.1134 -2.8126 0.01 -0.01 0.00 0.411
H 1.0144 -5.0959 -3.3397 0.00 0.00 0.01 0.383
C 1.2650 2.5063 -2.9857 -0.04 -0.13 0.00 0.773
O 1.8710 3.2150 -3.7762 0.03 0.06 -0.03 -0.689
N 0.0958 2.8867 -2.3960 -0.07 -0.02 0.06 -0.848
N 1.7089 1.2613 -2.6325 0.01 0.09 0.03 -0.852
H -0.4107 2.2977 -1.7586 -0.03 -0.01 -0.04 0.405
H -0.2891 3.7787 -2.6402 0.08 0.01 -0.03 0.401
H 2.5639 0.9491 -3.0497 -0.02 0.00 -0.01 0.396
H 1.2103 0.6522 -2.0081 0.03 -0.05 -0.05 0.406
```
Forces are in eV/Å.

***

# 4
Below is a molecular structure, C7H22N8O9Zn in a non-equilibrium geometry, with properties calculated with the ωB97M-V functional and the def2-TZVPD basis.

Computed properties:
Maximum force ... 0.174 hartree/bohr
Gap between HOMO and LUMO ... 0.1281 Eh
Charge ... 0
E_tot ... -86382.4525 eV

```
47
Properties=species:S:1:pos:R:3:forces:R:3:nbo_charge:R:1
Zn 0.0095 -0.3958 0.2179 -1.89 -2.30 -0.64 1.761
C -2.6280 -1.8328 -0.8627 -2.03 -1.79 -2.45 0.919
O -3.6625 -1.3259 -0.5104 -4.82 5.17 4.81 -0.869
O -2.8012 -2.6243 -1.7696 1.93 -4.26 -4.62 -0.871
O -1.5189 -1.6102 -0.3793 6.59 1.72 2.87 -1.015
C 2.8817 0.8442 0.6763 -0.47 -0.39 -1.78 0.794
O 1.7079 0.5464 0.7184 -0.53 0.13 0.84 -0.737
N 3.8658 0.1466 0.1277 0.67 -3.66 -1.44 -0.842
N 3.3294 2.0084 0.9618 1.75 6.02 2.29 -0.794
H 4.7874 0.4746 -0.1236 -0.50 0.23 0.28 0.391
H 3.4727 -0.5787 -0.4551 0.18 -0.57 0.14 0.421
H 4.3091 2.2260 0.8483 -0.29 -0.16 0.04 0.382
H 2.8035 2.8099 1.2797 -0.42 -0.66 0.08 0.406
C 0.2609 -0.8905 3.1948 -1.49 -0.95 -3.13 0.786
O 0.2472 -1.3108 2.0216 0.53 0.14 1.43 -0.743
N -0.7167 -0.3447 3.8470 -4.76 2.23 0.61 -0.797
N 1.2094 -0.9954 4.0466 5.70 -1.43 1.90 -0.798
H -1.5558 -0.0374 3.3764 0.07 -0.20 0.08 0.423
H -0.5602 -0.0533 4.8013 -0.59 0.12 -0.52 0.371
H 2.0687 -1.4300 3.7420 -0.07 0.05 0.47 0.409
H 1.0421 -0.7216 5.0042 0.78 -0.41 -0.38 0.384
C 1.7807 -2.3253 -1.8056 -2.07 3.22 4.19 0.764
O 1.5388 -1.5293 -0.8717 0.68 -0.07 0.24 -0.795
N 2.6747 -2.1053 -2.6462 6.46 2.18 -5.78 -0.782
N 1.1870 -3.4111 -1.9970 -4.47 -5.61 0.64 -0.782
H 3.2808 -1.2975 -2.6584 -0.55 -0.06 0.20 0.393
H 2.7767 -2.7071 -3.4509 0.13 0.11 0.27 0.388
H 0.4416 -3.5908 -1.3396 -0.54 -0.03 -0.16 0.447
H 1.1265 -3.9360 -2.8577 0.23 0.32 0.20 0.399
C -2.2618 1.4845 1.4388 -1.15 -3.27 0.72 0.775
O -1.2015 0.9601 1.1200 1.66 1.51 -0.01 -0.799
N -2.3855 2.5477 2.2087 1.68 2.95 0.80 -0.839
N -3.3930 0.8200 1.3770 -1.14 0.78 -0.03 -0.809
H -3.2904 2.9425 2.4218 0.64 0.15 0.12 0.401
H -1.4904 2.9729 2.4039 -0.60 0.70 0.18 0.399
H -4.1811 1.4208 1.5719 -0.52 -1.17 -0.25 0.364
H -3.4009 -0.1245 1.0194 -0.75 -1.10 -1.71 0.476
C -0.6868 0.5407 -2.7849 -1.72 0.14 -0.77 -0.107
C -1.9773 1.3965 -3.0079 0.65 -0.17 -0.58 -0.103
O -1.6489 2.7825 -3.1898 0.42 -0.04 0.82 -0.714
O -0.2144 0.7429 -1.4561 0.31 0.88 -0.72 -0.770
H 0.0757 0.8554 -3.4974 0.10 -0.05 -0.08 0.160
H -0.9304 -0.5146 -2.9086 0.03 -0.07 0.27 0.246
H -2.6391 1.2406 -2.1559 -0.12 -0.09 0.02 0.204
H -2.5128 1.2293 -3.9424 0.14 -0.95 0.18 0.197
H -1.2501 3.0306 -2.3526 -0.05 0.65 0.04 0.436
H 0.0301 1.6696 -1.4016 0.21 0.07 0.33 0.470
```
Forces are in eV/Å.

***

# 5
Below is a molecular structure, C7H22O4P2Zr in a non-equilibrium geometry, with properties calculated with the ωB97M-V functional and the def2-TZVPD basis.

Computed properties:
Maximum force ... 0.155 hartree/bohr
Gap between HOMO and LUMO (spin up / spin down) ... 0.2304 / 0.2303 Eh
Charge ... +2
E_tot ... -35637.8405 eV

```
36
Properties=species:S:1:pos:R:3:forces:R:3:nbo_charge:R:1
Zr -0.0006 0.2878 0.0952 0.56 5.44 3.06 1.353
H 0.8105 -1.3073 0.6864 0.95 -3.01 -3.91 0.039
H 0.8026 -1.4468 -0.2878 0.90 -1.29 3.32 0.056
P 0.1312 0.0675 -2.4977 -0.07 0.63 -0.17 0.994
C -1.4073 -0.3320 -3.2966 -0.50 -0.27 -0.02 -0.969
H -1.2593 -0.2154 -4.3686 -0.20 -0.06 -0.14 0.280
H -1.6925 -1.3623 -3.0653 0.03 0.05 -0.19 0.264
H -2.2109 0.3268 -2.9548 0.13 0.03 -0.13 0.274
C 0.5436 1.7630 -3.0043 0.00 0.10 0.38 -0.931
H 1.5005 2.0706 -2.5692 -0.11 -0.10 -0.17 0.275
H 0.6035 1.7585 -4.0921 0.06 0.11 -0.10 0.272
H -0.2254 2.4646 -2.6660 0.08 -0.17 -0.15 0.276
C 1.3952 -0.9750 -3.1803 0.44 -0.55 0.05 -0.969
H 1.1675 -2.0245 -2.9759 0.04 0.04 -0.16 0.267
H 1.4165 -0.8041 -4.2558 0.10 -0.10 -0.10 0.281
H 2.3740 -0.7438 -2.7488 -0.14 0.05 -0.11 0.280
C -1.8761 -0.8102 0.0679 -6.89 -4.00 -0.15 0.430
O -2.9339 -1.2528 0.1592 3.66 1.61 -0.42 -0.285
H 1.6154 0.8122 -0.0900 2.36 -0.17 -0.48 -0.386
H -0.7619 1.7432 -0.2499 -1.67 1.92 -1.46 -0.337
C 0.3336 2.3023 3.0430 -0.30 0.87 -0.23 -0.287
O -0.9708 1.7830 2.7094 0.48 -3.89 -0.80 -0.786
P -0.8447 0.0102 2.6055 -2.63 -0.01 4.37 1.866
O -1.2358 -0.1767 4.1821 0.26 0.96 -3.13 -0.779
C -0.1195 -0.3055 5.0979 0.58 -0.55 0.82 -0.265
O -0.5911 -1.7893 2.4075 0.42 3.32 -1.23 -0.818
C 0.7082 -2.2679 2.8033 -0.10 -0.70 0.74 -0.294
H 0.2209 3.3128 2.6787 0.74 0.41 0.14 0.254
H 1.1347 1.7949 2.4776 0.23 0.04 0.15 0.154
H 0.5243 2.2784 4.1172 0.03 -0.04 -0.16 0.221
H 0.8299 0.0416 4.6723 -0.20 -0.11 0.08 0.175
H -0.3096 0.2626 6.0091 -0.30 -0.01 -0.25 0.251
H -0.0931 -1.3673 5.3023 0.43 -0.05 0.41 0.217
H 1.4402 -1.4565 2.9555 -0.12 -0.25 0.13 0.171
H 0.5187 -2.8287 3.7212 0.70 -0.03 -0.11 0.241
H 1.0848 -2.9183 2.0175 0.02 -0.21 0.12 0.212
```
Forces are in eV/Å.

***

# 6
Below is a molecular structure, C7H23Br2FNO8 in a non-equilibrium geometry, with properties calculated with the ωB97M-V functional and the def2-TZVPD basis.

Computed properties:
Maximum force ... 0.062 hartree/bohr
Gap between HOMO and LUMO ... 0.2712 Eh
Charge ... -1
E_tot ... -168306.3981 eV

```
42
Properties=species:S:1:pos:R:3:forces:R:3:nbo_charge:R:1
C -1.8035 -2.3930 1.7554 0.38 -0.19 0.35 -0.645
C -1.0318 -1.0949 1.4770 -1.40 0.26 0.13 -0.244
Br -0.8214 -0.2310 3.2347 0.54 -0.20 -0.20 -0.020
C -1.7947 -0.1656 0.4281 1.10 -1.20 0.13 -0.086
Br -2.6938 1.3729 1.2265 -0.32 -0.13 -0.48 0.018
N -0.8644 0.1014 -0.6570 -0.83 0.87 -0.33 -0.476
C -1.2427 -0.5472 -1.9049 -0.46 -0.50 0.03 -0.235
C -0.7134 -1.9904 -1.8453 -0.12 1.48 0.02 0.038
F -0.9271 -2.6152 -3.0812 0.08 -0.33 0.29 -0.387
C -0.4082 1.4807 -0.8267 1.37 -0.11 -0.59 -0.360
C 0.5750 1.9437 0.2817 -1.33 2.43 1.61 0.743
O 1.6339 1.3620 0.5041 0.90 -1.35 -0.59 -0.771
O 0.2162 2.9967 0.9248 -0.01 -0.40 -1.12 -0.830
H -1.1323 -3.0935 2.2657 -0.13 0.06 -0.11 0.230
H -2.6412 -2.2381 2.4412 -0.01 0.13 -0.27 0.225
H -2.1640 -2.8868 0.8449 0.07 0.20 0.04 0.195
H -0.0627 -1.3078 1.0301 0.14 0.35 0.47 0.254
H -2.5947 -0.8008 0.0283 -0.03 0.29 0.15 0.199
H -2.3390 -0.5672 -2.0575 0.16 -0.02 0.07 0.168
H -0.8403 -0.0301 -2.7794 0.26 -0.04 0.28 0.221
H -1.2354 -2.5142 -1.0407 0.13 -0.37 -0.32 0.157
H 0.3571 -1.9128 -1.6278 -0.08 -0.35 -0.17 0.179
H 0.2133 1.4869 -1.7325 -0.19 -0.13 0.27 0.245
H -1.1922 2.2214 -1.0281 -0.14 -0.25 0.50 0.198
O 2.3018 -1.1557 2.6637 0.40 -0.14 0.07 -0.952
H 2.4027 -1.0289 3.6120 -0.09 0.04 -0.06 0.458
H 2.7024 -0.3673 2.2733 -0.36 0.10 -0.22 0.495
O -0.7866 -3.1332 5.0124 0.21 -0.01 0.17 -0.955
H -0.6957 -3.0068 5.9622 -0.03 -0.03 -0.05 0.460
H -0.3628 -2.3508 4.6266 -0.23 -0.04 -0.11 0.484
O -0.1096 4.7845 -1.5918 -0.20 0.30 -0.03 -0.956
H -0.0356 5.7398 -1.6787 0.05 -0.07 -0.03 0.451
H -0.2348 4.6335 -0.6430 0.15 -0.50 0.15 0.500
O 2.9310 4.5444 -0.2256 0.22 0.16 -0.05 -0.969
H 2.4290 5.1186 0.3609 -0.06 -0.11 -0.04 0.467
H 2.5083 3.6885 -0.0880 -0.18 -0.27 0.24 0.498
O 1.7772 2.1447 -3.0701 0.29 0.02 -0.31 -0.940
H 2.3261 2.6956 -2.4980 -0.19 0.02 0.11 0.487
H 2.3308 1.9685 -3.8376 -0.02 0.00 0.06 0.460
O 1.4191 -4.5063 -3.2301 0.00 0.02 0.18 -0.951
H 1.9677 -4.3803 -2.4488 0.00 -0.02 -0.07 0.465
H 0.6366 -3.9659 -3.0605 -0.03 0.01 -0.18 0.482
```
Forces are in eV/Å.